Record 1
Entry from the OMol25 dataset: a structure of composition C11H22CuN6 (the ωB97M-V functional and the def2-TZVPD basis).

Structure (ORCA input):
```
! RIJCOSX wB97M-V def2-TZVPD def2/J DEFGRID3
* xyz 2 2
Cu -6.33 -9.37 5.00
C -6.19 -12.15 3.90
C -7.69 -11.85 3.97
N -7.97 -10.71 4.90
C -8.27 -11.14 6.28
C -7.10 -10.91 7.22
C -6.98 -11.60 8.43
C -5.83 -11.36 9.21
C -4.83 -10.52 8.72
C -5.01 -9.89 7.48
C -3.94 -9.03 6.88
N -4.13 -8.91 5.42
C -3.28 -9.81 4.60
C -4.00 -11.11 4.21
N -5.41 -10.89 3.87
N -6.15 -10.06 6.80
H -5.84 -12.70 4.79
H -5.98 -12.76 3.01
H -8.05 -11.56 2.97
H -8.22 -12.75 4.29
H -8.79 -10.24 4.51
H -9.16 -10.61 6.66
H -8.53 -12.21 6.28
H -7.79 -12.26 8.74
H -5.73 -11.87 10.16
H -3.90 -10.36 9.28
H -4.03 -8.03 7.38
H -2.95 -9.44 7.15
H -3.94 -7.94 5.13
H -2.95 -9.25 3.69
H -2.33 -10.09 5.15
H -3.45 -11.58 3.37
H -3.98 -11.83 5.05
H -5.43 -10.54 2.91
N -8.13 -8.22 3.00
N -6.95 -7.83 3.68
H -8.02 -8.21 1.99
H -8.88 -7.57 3.20
H -7.10 -7.06 4.34
H -6.15 -7.68 3.06
*
```

Results
HOMO energy (alpha / beta) ... -0.589 / -0.589 Ha
Energy above the lowest of the compared OMol25 structures with the same formula, charge and spin ... 0.168 eV
Frontier orbital gap (alpha / beta) ... 10.048 / 8.136 eV
E_LUMO (alpha / beta) ... -5.980 / -7.891 eV


Record 2
Entry from the OMol25 dataset: a cluster of 3 separate species, C31H66ClN4O11PS in total (the ωB97M-V functional and the def2-TZVPD basis).

Structure (ORCA input):
```
! RIJCOSX wB97M-V def2-TZVPD def2/J DEFGRID3
* xyz 0 1
C 2.12 -5.38 2.62
C 1.44 -5.02 1.29
C -0.05 -4.67 1.50
C -0.87 -5.89 1.95
C -0.73 -3.70 0.44
N -1.79 -4.45 -0.33
C -1.45 -5.47 -1.31
C -0.86 -6.80 -0.95
O -1.69 -5.24 -2.48
C -3.23 -4.58 -0.19
C -4.09 -4.20 -1.37
O -3.73 -5.19 0.73
C -1.29 -2.49 1.31
C -2.25 -2.99 2.42
C -0.23 -1.70 2.17
O 1.01 -2.38 2.37
C 2.11 -1.57 2.70
O 1.85 -0.72 3.79
C 2.38 0.59 3.68
C 1.41 1.64 3.17
O 1.65 1.85 1.78
C -2.10 -1.45 0.41
N -1.90 -0.10 0.86
Cl -3.92 -1.69 0.50
S -1.66 -1.37 -1.42
O -2.87 -1.46 -2.17
O -0.93 -0.14 -1.58
O -0.71 -2.57 -1.76
C 0.18 -3.10 -0.71
C 1.15 -1.93 -0.42
C 1.79 -1.29 -1.66
O 3.22 -1.35 -1.58
P 1.24 -4.42 -1.70
O 1.01 -4.01 -3.26
O 2.75 -3.99 -1.27
H 1.94 -6.43 2.87
H 3.19 -5.22 2.51
H 1.75 -4.76 3.44
H 1.93 -4.12 0.96
H 1.59 -5.85 0.60
H 0.05 -4.16 2.44
H -1.60 -6.28 1.27
H -0.17 -6.71 2.15
H -1.37 -5.72 2.90
H -1.54 -7.36 -0.32
H -0.72 -7.37 -1.86
H 0.09 -6.72 -0.43
H -4.52 -5.15 -1.70
H -4.91 -3.58 -1.04
H -3.54 -3.79 -2.20
H -2.66 -2.11 2.91
H -1.69 -3.50 3.20
H -3.07 -3.62 2.11
H -0.63 -1.50 3.17
H 0.00 -0.72 1.77
H 2.47 -1.01 1.84
H 2.88 -2.29 2.99
H 2.75 0.86 4.67
H 3.25 0.62 3.02
H 1.55 2.56 3.73
H 0.39 1.25 3.29
H 1.55 2.79 1.59
H -2.46 0.53 0.31
H -2.16 -0.03 1.84
H 0.69 -1.09 0.08
H 1.97 -2.24 0.21
H 1.51 -0.24 -1.70
H 1.43 -1.70 -2.61
H 3.56 -0.53 -1.95
H 1.61 -3.33 -3.59
H 3.35 -3.82 -2.00
C -2.52 3.99 2.75
C -1.28 4.75 3.18
N -0.22 4.71 2.19
C 1.07 5.15 2.70
C 1.21 6.61 3.16
C -0.58 5.18 0.87
C -1.16 6.60 0.74
H -2.28 2.97 2.45
H -3.23 3.94 3.58
H -3.04 4.47 1.92
H -0.89 4.30 4.10
H -1.57 5.78 3.44
H 1.83 4.94 1.94
H 1.33 4.50 3.54
H 1.22 7.30 2.32
H 2.15 6.74 3.69
H 0.41 6.90 3.84
H -1.32 4.48 0.45
H 0.29 5.09 0.21
H -1.96 6.78 1.46
H -1.59 6.72 -0.26
H -0.40 7.37 0.86
C 0.58 3.04 -6.77
C 1.10 3.93 -5.64
N 0.11 4.14 -4.60
C 0.42 5.19 -3.65
C 1.64 4.98 -2.75
C -0.42 2.95 -3.96
C 0.60 2.00 -3.30
H -0.36 3.42 -7.15
H 1.30 3.03 -7.59
H 0.44 2.01 -6.45
H 1.35 4.91 -6.06
H 2.04 3.50 -5.26
H -0.46 5.34 -3.02
H 0.54 6.13 -4.20
H 1.45 4.20 -2.02
H 1.86 5.90 -2.20
H 2.55 4.72 -3.31
H -1.01 2.38 -4.67
H -1.14 3.28 -3.21
H 1.41 1.75 -3.98
H 0.11 1.09 -2.98
H 1.03 2.43 -2.40
*
```

Results
HOMO energy ... -0.295 Ha
SMILES ... CC[C@H](C)[C@@]1(N(C(C)=O)C(C)=O)[C@@](C)(COCOCCO)[C@](N)(Cl)S(=O)(=O)O[C@]1(CCO)P(O)O.CCN(CC)CC.CCN(CC)CC
Frontier orbital gap ... 8.325 eV
E_LUMO ... 0.298 eV


Record 3
Entry from the OMol25 dataset: an isolated molecule of C34H32N4 (the ωB97M-V functional and the def2-TZVPD basis).

Structure (ORCA input):
```
! RIJCOSX wB97M-V def2-TZVPD def2/J DEFGRID3
* xyz 0 1
C 0.86 1.53 6.01
N 1.70 1.36 4.86
C 2.79 2.26 4.59
C 3.32 1.82 3.22
C 2.37 0.79 2.76
C 2.22 0.16 1.54
C 1.13 -0.71 1.29
C 1.06 -1.21 -0.14
C 0.12 -2.40 -0.36
C -1.13 -2.53 0.28
C -1.99 -3.59 -0.01
C -1.62 -4.53 -0.98
C -0.37 -4.42 -1.60
C 0.53 -3.42 -1.25
C -0.26 -5.46 -2.65
C -1.59 -6.22 -2.58
N -2.32 -5.57 -1.51
C -3.63 -5.99 -1.10
C 0.80 -0.14 -1.44
C 1.57 -0.89 -2.42
N 2.15 -1.42 -3.34
N 0.93 1.23 -1.69
C 0.17 2.30 -1.76
C 0.89 3.61 -1.57
C 0.45 4.65 -0.71
C 1.20 5.82 -0.54
C 2.42 5.98 -1.20
C 2.87 4.97 -2.03
C 2.14 3.79 -2.20
C -1.31 2.33 -1.97
C -2.10 3.51 -1.87
C -3.49 3.45 -1.80
C -4.14 2.21 -1.92
C -3.38 1.07 -2.19
C -2.00 1.14 -2.29
C 0.43 -1.18 2.46
C 0.51 -0.47 3.66
C 1.46 0.54 3.82
H 0.21 0.66 6.14
H 1.47 1.65 6.91
H 0.23 2.42 5.94
H 2.44 3.29 4.59
H 3.54 2.20 5.37
H 3.39 2.67 2.55
H 4.31 1.40 3.33
H 2.91 0.38 0.71
H 2.16 -1.66 -0.37
H -1.48 -1.76 0.97
H -2.97 -3.66 0.45
H 1.52 -3.39 -1.73
H -0.14 -5.05 -3.65
H 0.56 -6.14 -2.47
H -1.47 -7.28 -2.34
H -2.18 -6.16 -3.50
H -3.86 -5.60 -0.10
H -4.41 -5.65 -1.79
H -3.67 -7.09 -1.07
H -0.35 -0.41 -1.44
H -0.48 4.53 -0.14
H 0.81 6.61 0.12
H 2.99 6.90 -1.05
H 3.81 5.08 -2.56
H 2.50 2.99 -2.83
H -1.61 4.49 -1.87
H -4.05 4.37 -1.65
H -5.22 2.15 -1.84
H -3.85 0.10 -2.36
H -1.45 0.28 -2.67
H -0.26 -2.05 2.48
H -0.17 -0.66 4.49
*
```

Results
HOMO energy ... -0.254 Ha
SMILES ... CN1CCc2cc(C(c3ccc4c(c3)CCN4C)[C@H](C#N)N=C(c3ccccc3)c3ccccc3)ccc21
Energy above the lowest of the compared OMol25 structures with the same formula, charge and spin ... 0.165 eV
Frontier orbital gap ... 6.662 eV
E_LUMO ... -0.253 eV


Record 4
Entry from the OMol25 dataset: a structure of composition C44H39BiN7O2Se2Te2 (the ωB97M-V functional and the def2-TZVPD basis).

Structure (ORCA input):
```
! RIJCOSX wB97M-V def2-TZVPD def2/J DEFGRID3
* xyz -1 1
Bi 0.89 0.99 -0.87
O -0.10 -0.32 -2.16
C -1.30 -0.34 -3.02
C -2.02 0.96 -3.04
C -2.54 1.55 -1.76
C -3.89 1.76 -1.59
C -4.28 2.37 -0.38
C -3.31 2.69 0.61
C -1.99 2.29 0.36
C -0.98 2.38 1.52
C -0.62 0.97 2.08
O -0.29 0.11 1.06
C 0.38 1.16 3.24
C 0.92 -0.02 3.78
C 1.97 0.07 4.68
C 2.40 1.37 5.08
C 1.73 2.52 4.66
C 0.69 2.42 3.71
C -1.92 0.39 2.71
C -2.29 0.68 4.05
C -3.30 0.02 4.69
C -4.11 -0.91 3.94
C -3.79 -1.23 2.61
C -2.66 -0.59 2.05
N -1.64 1.76 -0.81
C -0.72 -0.63 -4.36
C 0.00 -1.84 -4.52
C 0.61 -2.14 -5.72
C 0.60 -1.17 -6.79
C -0.18 -0.01 -6.67
C -0.81 0.24 -5.43
C -2.38 -1.42 -2.57
C -3.50 -1.57 -3.35
C -4.58 -2.36 -2.93
C -4.53 -2.97 -1.67
C -3.39 -2.80 -0.87
C -2.30 -2.03 -1.32
H -1.29 1.67 -3.40
H -2.89 0.93 -3.70
H -4.53 1.56 -2.37
H -5.33 2.50 -0.26
H -3.60 3.17 1.60
H -0.07 2.83 1.08
H -1.42 3.00 2.32
H 0.36 -0.92 3.54
H 2.60 -0.74 5.03
H 3.24 1.62 5.80
H 2.00 3.53 4.94
H 0.30 3.29 3.16
H -1.65 1.24 4.63
H -3.48 0.25 5.71
H -4.93 -1.39 4.48
H -4.28 -2.00 2.10
H -2.45 -0.79 1.02
H 0.07 -2.50 -3.79
H 1.18 -3.11 -5.90
H 1.01 -1.28 -7.79
H -0.27 0.68 -7.48
H -1.40 1.10 -5.22
H -3.44 -1.11 -4.31
H -5.40 -2.58 -3.59
H -5.29 -3.65 -1.31
H -3.31 -3.31 0.11
H -1.42 -1.90 -0.67
N 0.44 -2.53 1.18
C -0.59 -3.43 1.15
C -0.07 -4.64 0.77
N 1.27 -4.49 0.50
C 1.53 -3.21 0.78
C 2.88 -2.71 0.88
N 3.40 -1.85 1.73
C 4.81 -1.92 1.52
C 4.99 -2.84 0.54
N 3.84 -3.33 0.14
H 0.36 -1.50 1.41
H -1.59 -3.13 1.47
H -0.59 -5.54 0.61
H 5.56 -1.33 1.97
H 5.94 -3.12 0.07
H 3.59 -3.84 -0.71
Se 3.42 -0.19 -1.98
Te 2.98 0.31 -4.36
Te 3.00 2.98 -4.23
Se 1.01 3.06 -2.81
N 3.03 4.34 -0.50
C 3.56 3.39 0.36
C 4.90 3.43 0.75
C 5.47 2.53 1.68
C 4.65 1.60 2.24
C 3.27 1.66 1.83
N 2.77 2.49 0.93
H 3.54 4.67 -1.36
H 2.05 4.13 -0.80
H 5.56 4.12 0.28
H 6.51 2.56 1.97
H 4.96 0.93 3.06
H 2.49 0.96 2.22
*
```

Results
HOMO energy ... -0.147 Ha
Energy above the lowest of the compared OMol25 structures with the same formula, charge and spin ... 1.592 eV
Frontier orbital gap ... 6.251 eV
E_LUMO ... 2.255 eV


Record 5
Entry from the OMol25 dataset: a cluster of 18 separate species, H36O18 in total (the ωB97M-V functional and the def2-TZVPD basis).

Structure (ORCA input):
```
! RIJCOSX wB97M-V def2-TZVPD def2/J DEFGRID3
* xyz 0 1
O 0.40 -3.89 4.66
H 0.21 -2.94 4.72
H -0.52 -4.12 4.87
O 3.65 -1.53 -0.76
H 4.04 -0.66 -0.66
H 2.69 -1.58 -0.73
O -4.15 2.79 -2.85
H -3.59 2.19 -3.36
H -5.06 2.52 -2.80
O -0.15 -3.34 -2.65
H 0.10 -2.61 -3.24
H 0.07 -4.08 -3.23
O 0.49 1.01 2.41
H 1.17 1.05 1.75
H -0.33 0.87 1.92
O 3.12 -2.02 3.01
H 2.66 -2.66 3.55
H 3.52 -2.27 2.18
O -3.96 -4.64 2.46
H -3.06 -4.31 2.57
H -3.87 -4.90 1.53
O -2.18 0.79 -3.30
H -1.61 0.51 -2.58
H -2.66 -0.02 -3.50
O -3.77 -0.17 -1.79
H -4.18 0.61 -1.38
H -3.86 -0.82 -1.08
O 0.62 4.13 -0.86
H 1.08 4.97 -0.94
H -0.24 4.27 -0.47
O 1.85 -0.01 -3.86
H 2.53 -0.68 -3.72
H 2.08 0.53 -3.08
O 1.71 0.37 5.25
H 1.57 0.61 4.33
H 1.29 1.10 5.71
O -3.67 -1.87 2.98
H -2.80 -2.18 2.80
H -4.44 -2.43 3.06
O 1.04 1.80 -1.76
H 0.99 1.88 -2.73
H 1.41 2.65 -1.46
O 4.69 1.48 0.40
H 5.08 0.85 1.03
H 4.13 1.75 1.14
O 0.91 2.26 -5.17
H 1.43 2.33 -5.96
H 0.04 1.94 -5.43
O -1.46 -2.75 -0.16
H -1.36 -2.29 -1.01
H -1.54 -1.91 0.30
O 1.17 5.54 2.21
H 0.34 5.49 2.66
H 1.00 4.79 1.61
*
```

Results
HOMO energy ... -0.404 Ha
Energy above the lowest of the compared OMol25 structures with the same formula, charge and spin ... 4.916 eV
Frontier orbital gap ... 10.615 eV
E_LUMO ... -0.372 eV


Record 6
Entry from the OMol25 dataset: a structure of composition C6H18Ag3ClO8P2 (the ωB97M-V functional and the def2-TZVPD basis).

Structure (ORCA input):
```
! RIJCOSX wB97M-V def2-TZVPD def2/J DEFGRID3
* xyz 2 1
Ag 3.42 0.57 0.65
Ag 2.59 3.02 -1.79
Ag 0.63 2.96 1.11
Cl 0.98 0.98 -0.69
C -4.82 0.73 1.48
O -3.48 1.23 1.64
P -2.99 2.68 1.23
O -1.58 2.92 1.64
O -3.38 2.91 -0.29
C -2.60 2.50 -1.41
O -3.99 3.68 1.94
C -4.19 3.55 3.35
H -4.78 0.09 0.59
H -5.57 1.47 1.24
H -5.11 0.09 2.31
H -3.16 1.71 -1.90
H -1.61 2.09 -1.17
H -2.42 3.33 -2.09
H -3.40 2.95 3.81
H -5.15 3.07 3.53
H -4.22 4.53 3.83
C 1.48 -2.44 -2.37
O 2.75 -3.00 -2.13
P 3.72 -2.69 -0.93
O 4.12 -1.27 -0.72
O 3.09 -3.37 0.38
C 2.00 -2.69 1.01
O 4.92 -3.69 -1.17
C 5.92 -3.38 -2.17
H 0.71 -3.00 -1.82
H 1.12 -2.60 -3.39
H 1.34 -1.40 -2.07
H 1.34 -3.45 1.43
H 1.43 -2.03 0.35
H 2.38 -2.12 1.87
H 5.61 -2.49 -2.72
H 6.03 -4.25 -2.82
H 6.89 -3.19 -1.73
*
```

Results
HOMO energy ... -0.585 Ha
Frontier orbital gap ... 6.714 eV
E_LUMO ... -9.208 eV


Record 7
Entry from the OMol25 dataset: a structure of composition C22H29AlBN4O2 (the ωB97M-V functional and the def2-TZVPD basis).

Structure (ORCA input):
```
! RIJCOSX wB97M-V def2-TZVPD def2/J DEFGRID3
* xyz -1 1
C 3.53 1.44 0.82
C 3.06 1.97 -0.52
O 2.15 3.06 -0.46
B 1.17 2.94 0.56
O 1.30 3.94 1.56
Al -0.39 1.50 0.68
H 4.43 0.85 0.65
H 3.81 2.24 1.50
H 2.81 0.77 1.28
H 2.67 1.16 -1.14
H 3.95 2.34 -1.04
H 1.78 3.53 2.30
H -0.77 0.83 -0.75
H -0.03 0.35 1.78
H -1.72 2.25 1.24
N -1.87 -1.98 2.50
C -2.81 -1.52 1.67
C -3.45 -2.30 0.73
C -3.09 -3.64 0.62
C -2.11 -4.13 1.47
C -1.54 -3.26 2.39
H -3.04 -0.46 1.77
H -4.20 -1.88 0.08
H -3.56 -4.28 -0.11
H -1.79 -5.16 1.42
H -0.77 -3.61 3.07
N 3.51 2.93 -4.92
C 3.32 3.67 -3.83
C 4.06 4.80 -3.53
C 5.05 5.19 -4.42
C 5.26 4.43 -5.56
C 4.47 3.32 -5.76
H 2.54 3.33 -3.16
H 3.86 5.36 -2.63
H 5.66 6.07 -4.22
H 6.03 4.70 -6.27
H 4.60 2.70 -6.64
N -5.62 -1.57 -2.33
C -4.82 -1.38 -3.37
C -4.62 -2.32 -4.37
C -5.29 -3.53 -4.28
C -6.13 -3.74 -3.20
C -6.26 -2.74 -2.26
H -4.30 -0.42 -3.40
H -3.95 -2.11 -5.19
H -5.16 -4.29 -5.04
H -6.67 -4.67 -3.09
H -6.90 -2.86 -1.39
N 2.25 -1.06 6.96
C 0.99 -1.25 7.34
C -0.06 -1.42 6.46
C 0.20 -1.40 5.10
C 1.51 -1.21 4.69
C 2.49 -1.05 5.65
H 0.82 -1.25 8.41
H -1.07 -1.57 6.83
H -0.59 -1.53 4.37
H 1.76 -1.17 3.63
H 3.53 -0.89 5.37
*
```

Results
HOMO energy ... -0.153 Ha
Energy above the lowest of the compared OMol25 structures with the same formula, charge and spin ... 0.317 eV
Frontier orbital gap ... 6.591 eV
E_LUMO ... 2.418 eV


Record 8
Entry from the OMol25 dataset: the ion C4H8NO3 with charge -1 (the ωB97M-V functional and the def2-TZVPD basis).

Structure (ORCA input):
```
! RIJCOSX wB97M-V def2-TZVPD def2/J DEFGRID3
* xyz -1 1
O -0.73 -1.67 2.33
C -0.09 -1.97 1.32
N 0.35 -1.10 0.40
C -0.09 0.29 0.28
C 1.18 1.21 0.00
O 1.55 1.49 -1.31
C -1.24 0.43 -0.70
O -0.77 0.50 -2.06
H 0.19 -3.02 1.16
H 0.57 -1.55 -0.45
H -0.41 0.59 1.27
H 2.03 0.73 0.49
H 0.98 2.18 0.55
H -1.90 -0.44 -0.79
H -1.77 1.39 -0.54
H 0.14 0.94 -1.95
*
```

Results
HOMO energy ... -0.120 Ha
SMILES ... O=CN[C@@H](C[O-])CO
Energy above the lowest of the compared OMol25 structures with the same formula, charge and spin ... 2.817 eV
Frontier orbital gap ... 6.985 eV
E_LUMO ... 3.731 eV